## P
DFT (ωB97M-V/def2-TZVPD) results for a 2-piece molecular cluster, C2H7S2 overall.

- Gap between HOMO and LUMO: 6.75 eV
- E_LUMO: 3.7703 eV
- Charge: -1
- E_HOMO: -2.975 eV

Each line ends with the natural charge from an NBO analysis.
Cartesian coordinates (Å):
C 0.4678 -1.5489 0.1762  -0.616
C -0.6267 -0.5397 0.4939  -0.524
S -1.3802 0.1928 -0.9719  -0.547
H 1.2386 -1.0964 -0.4509  0.202
H 0.0242 -2.3403 -0.4383  0.193
H 0.9480 -1.9880 1.0564  0.173
H -1.4001 -1.0193 1.1020  0.176
H -0.1876 0.2406 1.1336  0.177
H -0.3515 1.7693 -0.5883  0.190
S 0.3806 2.9744 -0.1659  -0.537
H 0.8870 3.3554 -1.3468  0.113

=====

## Q
DFT (ωB97M-V/def2-TZVPD) results for a 2-piece molecular cluster, C2H7S2 overall.

- Gap between HOMO and LUMO: 5.95 eV
- E_LUMO: 3.4326 eV
- Charge: -1
- E_HOMO: -2.518 eV

Each line ends with the natural charge from an NBO analysis.
Cartesian coordinates (Å):
S -0.6134 -2.2251 0.1476  -1.041
H -1.4761 -1.2371 0.1378  0.068
C -0.9234 1.3196 0.7194  -0.731
S 0.3433 1.4588 -0.6278  0.085
C 1.5685 0.2018 0.0505  -0.704
H -0.7672 2.1097 1.5005  0.188
H -1.8875 1.4355 0.2243  0.211
H -0.8818 0.3501 1.1863  0.254
H 1.4976 -0.5454 -0.7771  0.260
H 1.4929 -0.0300 1.0985  0.234
H 2.5739 0.6544 -0.1913  0.177

=====

Tell me which of them is the least stable. Sure, it is Q.

=====

## P
DFT (ωB97M-V/def2-TZVPD) results for one molecule with the formula C4H5Cl3O.

- Gap between HOMO and LUMO: 10.14 eV
- E_LUMO: -0.5117 eV
- E_HOMO: -10.652 eV

Each line ends with the natural charge from an NBO analysis.
Cartesian coordinates (Å):
C -1.1420 0.3209 0.9433  -0.669
C -0.4496 -0.6646 -0.0833  0.058
C 0.5209 0.0066 -0.9948  -0.361
C 1.6680 0.4422 -0.0787  0.390
H -0.5035 0.6604 1.7604  0.232
H -2.0345 -0.2038 1.3423  0.244
H -1.5693 1.0778 0.3634  0.227
H 0.9512 -0.8293 -1.5927  0.278
H 1.5638 1.5194 0.2750  0.170
O 2.6212 -0.4418 0.0855  -0.490
Cl 0.2355 -2.0246 1.0108  -0.009
Cl -1.8373 -1.3901 -1.1059  -0.044
Cl -0.0243 1.5267 -1.9253  -0.027

=====

## Q
DFT (ωB97M-V/def2-TZVPD) results for a 2-piece molecular cluster, C4H5Cl3O overall.

- Gap between HOMO and LUMO (alpha / beta): 8.64 / 5.82 eV
- E_LUMO (alpha / beta): 0.1730 / -1.4137 eV
- E_HOMO (alpha / beta): -8.465 / -7.238 eV

Each line ends with the natural charge from an NBO analysis.
Cartesian coordinates (Å):
C -0.9355 1.0741 -1.2219  -0.126
C -0.4032 -0.2943 -1.0051  0.445
C 0.6923 -1.2587 -0.9428  -0.723
C 0.2492 0.3183 1.8663  -0.303
O -1.7401 -0.0434 -1.0281  -0.411
Cl -1.1742 -0.0695 2.9459  -0.051
Cl 1.5223 -0.8150 2.1499  0.006
Cl 0.8406 1.9314 2.2220  -0.011
H -0.7709 1.9026 -0.4191  0.196
H -1.0190 1.5281 -2.1209  0.174
H 1.5210 -0.5252 -0.9018  0.274
H 0.5376 -2.1158 -1.6174  0.255
H 0.6799 -1.6325 0.0731  0.275

=====

## R
DFT (ωB97M-V/def2-TZVPD) results for one molecule with the formula C4H5Cl3O.

- Gap between HOMO and LUMO: 10.75 eV
- E_LUMO: 0.1875 eV
- E_HOMO: -10.567 eV

Each line ends with the natural charge from an NBO analysis.
Cartesian coordinates (Å):
C -1.9658 -0.1373 0.1734  -0.667
C -0.4982 -0.5094 0.0308  0.036
C 0.5931 0.6145 -0.0508  -0.334
C 0.7329 1.4813 1.2097  0.419
H -2.1323 0.4603 1.0799  0.227
H -2.5006 -1.0692 0.1981  0.243
H -2.2758 0.4296 -0.6956  0.240
H 1.5367 0.1432 -0.3461  0.262
H -0.1527 2.0968 1.4588  0.131
O 1.7658 1.4797 1.8249  -0.469
Cl -0.0513 -1.5259 1.4600  -0.015
Cl -0.3230 -1.5559 -1.4785  -0.036
Cl 0.2700 1.7528 -1.4210  -0.038

=====

Tell me which of them is the least stable. Sure, it is Q.